Density functional theory data (wB97M-V/def2-TZVPD) for a 3-piece molecular cluster, C26H49BrN3O8P overall.

Structure (XYZ):
```
88
Properties=species:S:1:pos:R:3:forces:R:3:mulliken_spin:R:1
Br -1.833412 -2.282035 1.336371 -0.2 0.1 0.1 0.00
P -4.038725 -2.357936 0.937072 -0.1 -0.4 -0.5 0.00
O -3.268765 -1.049266 -1.219092 -0.3 -0.4 -0.5 0.00
O -4.701928 -1.754530 2.302851 0.5 -0.3 0.0 0.00
O -4.735667 -0.492622 -2.840846 0.3 -0.2 0.3 0.00
O 2.501826 1.421792 -6.826812 0.3 -0.4 0.0 0.55
O -3.272581 0.799370 3.032951 0.2 -0.1 -0.4 0.00
O 0.237346 -2.972554 4.344116 0.3 0.4 -0.2 0.55
O -1.417187 0.901713 -3.515980 -0.6 0.4 -0.2 0.00
O -1.441320 3.025762 -2.775127 -0.4 -1.6 -1.7 0.00
N -1.061125 0.944235 2.431073 -0.3 0.4 -0.3 0.00
N 3.273401 2.026759 -5.989821 -1.5 0.5 -0.7 0.38
N 0.300624 -2.643962 5.589336 -0.9 -1.3 -0.7 0.39
C -0.867966 -1.277233 7.334567 0.1 -0.1 0.1 0.01
C -3.647537 -0.884789 -2.492953 -0.3 0.3 -0.4 0.00
C -4.238473 0.509688 0.357639 0.2 0.2 -0.5 0.00
C 2.155474 -4.261153 5.570921 0.0 0.0 -0.3 -0.01
C 2.577633 2.231066 -4.685517 0.5 -0.1 1.3 0.02
C -1.712708 2.211098 -3.646377 1.0 1.4 2.1 0.00
C 0.028419 -4.845554 6.724755 -0.5 -0.1 -0.1 0.03
C -2.267463 0.029868 -4.297970 0.3 0.2 -0.1 0.00
C -2.537817 -1.189681 -3.462134 -0.1 0.1 0.2 0.00
C 3.923034 3.206189 -6.632004 1.2 0.4 0.1 0.02
C 2.313136 4.696363 -5.336553 0.0 -0.1 0.0 -0.02
C -2.851900 1.038248 0.693290 -0.3 0.3 0.3 0.00
C 5.202543 3.619872 -5.879472 0.0 0.0 0.2 0.01
C 1.659026 3.453167 -4.733436 -0.1 0.3 -0.3 0.02
C -2.459939 0.896166 2.146169 0.0 -0.2 0.6 0.00
C 4.369178 2.831212 -8.039354 -0.2 -0.2 -0.2 -0.01
C 2.947126 4.379799 -6.690722 -0.4 0.1 0.2 0.03
C 0.988685 -3.705975 6.378740 0.9 0.1 0.9 0.01
C -1.022764 -2.150876 6.074692 -0.3 1.0 0.7 0.03
C 3.596942 2.376537 -3.540360 0.1 0.1 0.0 0.02
C -4.283193 -0.890756 -0.240012 0.5 0.0 1.7 0.00
C -1.950149 -3.329033 6.363222 0.1 -0.5 0.0 0.03
C 1.604211 -3.117697 7.662119 -0.1 0.1 0.1 0.02
C 1.750404 0.997703 -4.352107 -0.2 -0.3 -0.2 -0.02
C -1.641907 -1.253890 5.014076 0.1 -0.1 -0.3 -0.04
C -1.317385 -4.376130 7.278827 0.1 0.1 0.0 -0.02
H 1.558534 5.474560 -5.463096 0.0 0.0 0.0 0.00
H -0.745326 -1.845610 8.253816 0.0 0.0 0.0 0.00
H 2.822657 -3.462672 5.244734 0.0 0.0 0.0 0.00
H -2.082284 0.652373 0.044234 0.2 -0.3 -0.2 0.00
H 4.103879 3.337988 -3.522187 0.0 0.0 0.0 0.00
H -2.874008 -2.951435 6.805378 0.0 0.1 0.0 0.00
H -1.762854 -0.671881 7.470857 -0.1 0.0 -0.1 0.00
H 1.333965 1.097504 -3.351473 0.0 0.1 0.1 0.00
H -5.541041 -1.341681 2.095161 -0.4 0.3 0.2 0.00
H 4.351032 1.590909 -3.595597 0.0 0.0 0.0 -0.01
H 5.057609 1.985437 -8.017774 0.0 0.0 0.0 0.00
H -0.022498 -0.596216 7.234097 0.0 0.0 0.0 -0.01
H 3.056620 5.106731 -4.648328 0.0 0.0 0.0 0.00
H 0.915932 0.866300 -5.036937 0.1 0.0 -0.1 0.01
H 2.725605 -4.950610 6.192343 0.0 0.0 0.1 0.00
H 1.306965 3.669452 -3.723271 0.0 -0.1 0.0 0.00
H -0.609921 1.452764 1.681212 0.2 -0.1 -0.2 0.00
H -1.988128 -5.232723 7.367517 0.0 0.0 0.0 0.00
H 5.824190 4.238685 -6.525307 -0.1 0.0 -0.1 0.00
H -3.189648 0.547042 -4.517341 -0.4 0.1 -0.1 0.00
H -0.680792 0.005662 2.408337 0.0 -0.2 0.3 0.00
H -2.586241 -0.849714 5.373862 0.0 0.0 0.1 0.00
H -1.806740 -0.221303 -5.244789 0.4 -0.1 -0.1 0.00
H 5.016227 4.210551 -4.986168 0.0 -0.1 0.0 0.00
H 3.089184 2.281783 -2.581289 -0.1 0.0 0.0 0.00
H -1.848406 -1.797825 4.095581 0.0 0.0 0.1 0.01
H 3.471071 5.257607 -7.074301 0.1 0.0 0.0 0.00
H 5.788705 2.744694 -5.598426 0.0 0.0 0.0 -0.01
H -2.229140 -3.807489 5.419007 0.1 0.1 -0.1 0.00
H -1.196324 -3.981690 8.291393 0.0 0.0 0.0 0.00
H 2.152468 4.152164 -7.408249 0.0 -0.1 0.0 0.00
H -0.988527 -0.412196 4.780207 0.0 0.0 0.0 0.00
H 2.359261 0.092846 -4.378704 0.0 0.0 0.0 -0.01
H -2.863391 2.110307 0.514692 0.1 0.3 -0.1 0.00
H -4.664838 1.168508 -0.390703 -0.2 0.1 -0.2 0.00
H -0.155197 -5.441756 5.825652 0.0 0.1 -0.1 0.00
H 2.298814 -3.833809 8.100254 0.0 -0.1 -0.1 0.00
H -2.851437 -2.005690 -4.098049 -0.2 -0.2 -0.2 0.00
H -5.276464 -1.067532 -0.633288 -0.2 -0.1 -0.5 0.00
H 1.822081 -4.807650 4.691614 0.0 0.1 0.0 0.00
H 2.162911 -2.208546 7.438110 0.0 0.0 0.0 -0.01
H 4.884881 3.678766 -8.488602 0.0 0.1 0.1 0.00
H -4.869643 0.599740 1.231476 -0.2 -0.1 0.3 0.00
H -1.650338 -1.485553 -2.925803 0.3 -0.1 0.1 0.00
H 0.515007 -5.508982 7.442620 0.1 0.0 0.0 0.00
H 0.770491 3.207764 -5.325285 0.1 -0.1 -0.1 0.01
H 3.531804 2.575046 -8.684272 0.0 -0.1 0.1 0.00
H -2.170260 2.506215 -4.593851 -0.2 -0.1 -0.2 0.00
H 0.874453 -2.889767 8.434803 0.0 0.0 -0.1 0.00
```
Forces are in eV/Å.

Output
- 2S+1 = 3
- frontier orbital gap (alpha / beta) (eV) = 8.61 / 9.39
- LUMO energy (alpha / beta) (hartree) = 0.017 / 0.015

Density functional theory data (wB97M-V/def2-TZVPD) for C26H49HgNO4Si2 as an isolated structure.

Structure (XYZ):
```
83
Properties=species:S:1:pos:R:3:forces:R:3:mulliken_charge:R:1
Hg -0.779202 0.956253 0.046662 0.4 -1.0 -0.5 1.81
Si -3.156657 -1.516874 0.415678 -0.4 -3.1 1.0 0.51
Si 2.111700 1.987183 -1.680161 0.8 -0.4 -1.2 0.52
O -1.668787 3.211023 -0.814811 -1.4 0.0 -0.4 -0.43
O 2.062112 -1.824351 -1.820486 -0.9 0.0 0.9 -0.73
O -5.073596 1.098646 -5.286990 -0.1 0.0 -0.3 -0.41
O 0.005209 -1.088757 -1.221593 1.0 -0.2 0.5 -0.79
N 1.180135 -0.926946 1.355934 -0.6 -0.4 -0.2 0.39
C -4.904133 -1.962045 1.065008 0.1 -0.4 -0.1 -1.26
C -3.787434 0.492488 -5.162584 0.1 -0.2 0.6 0.39
C -7.172317 1.624014 -4.041791 0.0 0.2 -0.2 -1.30
C -2.171924 5.143537 0.423161 -0.2 0.2 0.4 -1.25
C 1.295393 -0.393313 4.976835 0.2 0.3 -0.4 -0.60
C 1.537138 -1.056975 2.654800 0.6 -1.2 0.3 -0.26
C -2.770747 1.097315 -6.113615 0.1 0.2 0.2 -1.09
C 2.533270 3.741617 -2.243183 -0.4 0.3 0.2 -1.23
C 2.413969 -2.898844 0.769390 0.3 0.0 0.6 -0.80
C 1.022258 -0.174959 3.641235 0.0 0.0 0.1 -0.29
C 3.852245 1.282965 -1.443114 -0.2 -0.1 0.5 -1.32
C -2.732706 3.837836 -0.097980 0.0 -0.2 0.6 -0.19
C -2.567948 -2.461120 -1.100865 -0.4 0.6 -0.3 -0.74
C -1.933516 -2.241432 1.643051 0.6 0.4 0.4 -0.75
C 1.548275 -1.830758 0.464146 0.2 0.8 0.8 0.86
C -1.681467 3.309283 -2.263096 1.0 -0.7 0.2 0.63
C -3.598289 0.218986 0.077672 0.7 0.8 0.1 -0.53
C 1.455228 1.003236 -3.150339 -0.1 0.1 0.0 -0.82
C 2.394174 -2.146463 3.053825 -0.3 1.1 0.1 1.16
C 2.880026 -3.013309 2.056456 -0.3 -0.3 -0.7 -0.99
C 1.156626 1.748463 -0.079536 0.5 0.2 0.5 -1.16
C 1.177960 -1.579116 -0.978159 -0.3 0.5 -1.4 -0.38
C 2.735352 -2.279623 4.413249 -0.4 0.5 0.9 -0.73
C -2.752760 4.137643 -2.962478 0.2 -0.3 0.1 -1.41
C -5.942163 0.725577 -4.230320 0.0 0.2 0.7 0.23
C 2.175241 -1.431033 5.364120 0.3 -0.7 -0.4 -0.54
H -1.666610 5.630868 -0.411375 -0.1 0.3 0.1 0.28
H -3.059324 5.017333 -2.395816 0.2 0.1 -0.2 0.45
H -7.739467 1.324381 -3.149101 0.3 -0.2 -0.2 0.38
H -1.678403 2.259346 -2.645105 -0.1 0.7 0.1 0.08
H -3.119749 -2.195131 -2.002107 0.0 -0.1 -0.2 0.37
H -4.945604 -2.952326 1.537788 0.0 0.2 -0.1 0.34
H -1.427178 4.975080 1.212893 -0.2 -0.1 -0.3 0.29
H -3.812749 -0.614758 -5.308176 -0.3 0.6 0.2 0.30
H 1.673356 0.938227 0.444025 -0.1 0.2 -0.1 -0.03
H -2.402849 -3.060724 2.205406 0.0 0.3 -0.1 0.41
H 0.404477 0.664940 3.307132 0.1 -0.3 0.2 0.33
H -5.646510 -1.946397 0.249858 0.2 0.0 0.2 0.32
H 2.405878 -1.581369 6.419588 0.0 0.1 -0.3 0.36
H 1.113267 2.588940 0.598601 0.2 0.5 0.0 0.77
H 0.757613 0.220729 -2.828561 0.1 0.2 -0.1 -0.01
H -5.340697 0.817999 -3.307735 -0.2 -0.3 0.0 -0.05
H -1.928257 0.408812 -6.234734 -0.2 0.0 0.0 0.35
H 3.599456 -3.781742 2.322478 -0.1 0.0 0.0 0.40
H 4.291845 1.635945 -0.501581 0.1 -0.1 -0.1 0.35
H -3.050323 3.170049 0.735490 0.4 0.3 -0.4 0.08
H -3.430260 0.708263 -4.127093 -0.1 -0.5 -0.4 -0.20
H -1.513263 -1.525128 2.358479 0.0 -0.2 0.1 0.22
H 0.982306 1.621699 -3.920700 0.0 0.0 0.1 0.43
H -0.665902 3.697816 -2.468258 -0.5 0.0 -0.2 -0.25
H -5.237775 -1.224017 1.815024 0.2 -0.2 -0.2 0.32
H -3.190686 1.324549 -7.092585 0.0 -0.1 0.0 0.33
H -4.336041 -0.146709 -0.638254 -0.9 0.6 0.2 0.02
H -2.649234 -3.540565 -0.941390 -0.1 0.1 0.1 0.33
H -6.275971 -0.318637 -4.344177 0.2 0.1 0.0 0.33
H 3.424265 -3.074259 4.704587 -0.2 0.2 0.0 0.38
H -2.360151 2.008016 -5.668661 -0.1 0.1 -0.3 0.14
H 2.766123 4.422932 -1.419105 -0.1 0.0 0.0 0.38
H 1.759357 4.205154 -2.861602 0.0 0.0 0.1 0.32
H -3.940973 0.890385 0.895498 0.0 -0.6 -0.9 0.19
H -2.272793 4.426687 -3.891968 -0.2 0.3 -0.2 0.44
H -1.093251 -2.678781 1.077970 -0.3 0.3 0.2 0.12
H -2.965377 0.680250 -0.652757 0.8 1.2 -0.5 0.11
H 3.824832 0.185260 -1.449846 0.1 0.2 0.1 0.31
H -1.503102 -2.212778 -1.260914 -0.6 -0.1 0.0 0.06
H -3.645817 3.977315 -0.694278 0.4 0.0 0.0 0.46
H 3.439092 3.669085 -2.856349 -0.2 -0.1 0.0 0.31
H -7.879071 1.586939 -4.879172 0.3 0.0 0.0 0.32
H 4.492300 1.622572 -2.268619 -0.2 -0.1 0.2 0.35
H -3.651666 3.576449 -3.228876 0.1 -0.1 0.2 0.24
H 0.882261 0.272891 5.739084 0.1 -0.2 -0.3 0.38
H 2.313860 0.488020 -3.609999 -0.3 0.2 0.1 0.40
H -6.908952 2.673692 -3.861955 0.2 -0.2 -0.2 0.29
H -2.958740 5.782306 0.840331 0.2 0.0 -0.1 0.41
H 2.696571 -3.559397 -0.035232 0.2 0.0 0.0 0.56
```
Forces are in eV/Å.

Output
- relative energy (zero: lowest compared OMol25 entry of this formula, charge and spin) (kJ/mol) = 91.9
- frontier orbital gap (eV) = 7.58
- LUMO energy (hartree) = -0.035